A structure of composition C7H6BKO11 at a distorted geometry. Source: OMol25; level of theory: ωB97M-V/def2-TZVPD.

<S²>: 0.759
Total charge: +1
Multiplicity: 2
HOMO-LUMO gap (alpha / beta), eV: 8.19 / 4.37

Structure (XYZ):
```
26
Properties=species:S:1:pos:R:3:forces:R:3:nbo_charge:R:1
K -2.533682 -1.094895 -2.617478 0.490 -0.091 0.258 0.99
O -4.569200 3.243443 3.934270 4.577 -1.964 -0.284 -0.29
C -3.478855 2.701930 3.689630 -6.688 -1.806 0.030 0.69
O -3.241575 1.375441 3.500022 -0.003 2.593 0.888 -0.54
B -2.031228 1.187920 2.672103 0.154 -2.238 -0.219 1.16
O -1.507923 2.551360 2.546948 -0.492 2.723 0.324 -0.53
C -2.310337 3.451862 3.050662 3.775 3.384 -0.549 0.70
O -2.179527 4.695590 3.131815 -0.473 -4.167 -0.417 -0.17
O -2.385679 0.655128 1.342962 -0.885 1.767 0.235 -0.63
C -1.443576 -0.120075 0.953492 0.592 -4.223 -4.032 0.69
O -1.411617 -0.708514 -0.156493 -0.145 2.038 2.713 -0.64
C -0.536188 -0.510266 2.139638 0.711 -0.446 -0.749 0.69
O -1.023880 0.222387 3.116512 -0.268 1.389 2.009 -0.64
O 0.357241 -1.311338 2.172354 -1.126 1.016 -0.010 -0.49
C 2.059135 -1.261294 -0.415000 -1.446 0.008 -0.513 -0.25
O 2.418756 -1.284759 -1.808035 -1.392 -0.018 -3.259 -0.55
C 1.358319 -1.395624 -2.832655 2.956 -1.883 1.578 1.03
O 0.191847 -1.569172 -2.546416 1.282 0.906 -1.002 -0.67
O 1.899208 -1.582471 -4.116287 -1.271 0.664 2.145 -0.50
C 3.313382 -1.391670 -4.302986 1.170 -0.039 -0.002 -0.27
H 2.909472 -1.161818 0.259645 0.335 0.112 -0.741 0.22
H 1.548555 -2.191273 -0.164878 -0.171 0.186 0.068 0.20
H 1.391768 -0.405744 -0.311257 -0.080 -0.195 0.515 0.18
H 3.883369 -2.114150 -3.718842 -0.122 0.753 0.945 0.21
H 3.561467 -0.331272 -4.257131 0.126 -0.172 0.939 0.20
H 3.760746 -1.650725 -5.262597 -1.607 -0.296 -0.870 0.21
```
Forces are in eV/Å.

An isolated molecule of C7H6Cl2N2 at a distorted geometry. Source: OMol25; level of theory: ωB97M-V/def2-TZVPD.

<S²>: 2.010
Multiplicity: 3
HOMO-LUMO gap (alpha / beta), eV: 5.85 / 7.06

Structure (XYZ):
```
17
Properties=species:S:1:pos:R:3:forces:R:3:nbo_charge:R:1
C -3.245599 0.834169 -2.121210 0.974 1.193 -0.913 0.23
C -0.534114 -1.047449 -0.971930 1.007 -3.489 4.068 -0.32
C -1.121325 -0.786701 -2.180399 -0.082 -0.141 -1.472 -0.17
C 0.256393 -0.403550 -0.041842 -1.364 -4.273 0.983 -0.15
C -0.998200 0.458588 -2.860423 -2.755 1.893 -0.314 -0.05
C 0.846118 0.799464 -0.198237 2.641 4.216 0.962 -0.07
C -2.102869 1.298666 -2.839719 1.992 -1.628 -0.646 -0.20
N -4.210451 0.595751 -1.562908 -1.209 -0.523 0.784 -0.28
N 1.636178 1.409258 0.794944 0.563 1.875 0.573 -0.75
Cl 0.404379 0.944635 -3.710949 0.616 -0.094 -0.040 0.05
Cl -2.157846 2.714175 -3.829041 -0.420 0.033 0.328 0.05
H -0.774317 -2.109578 -0.632233 0.307 1.466 -0.357 0.21
H -1.652993 -1.653302 -2.583760 -0.195 0.784 -0.325 0.23
H 0.487915 -1.034336 0.918239 -0.427 1.404 -1.855 0.22
H 0.919888 1.326362 -1.142809 -0.172 -0.165 0.166 0.21
H 1.743220 1.246486 1.816816 -0.866 -0.870 -1.419 0.40
H 1.927337 2.413197 0.680701 -0.610 -1.681 -0.521 0.39
```
Forces are in eV/Å.

A structure of composition C7H6ClFIN at a distorted geometry. Source: OMol25; level of theory: ωB97M-V/def2-TZVPD.

Multiplicity: 1
HOMO-LUMO gap (alpha / beta), eV: 7.35 / 8.57

Structure (XYZ):
```
17
Properties=species:S:1:pos:R:3:forces:R:3:nbo_charge:R:1
C -1.683374 0.461250 -2.534013 -1.621 -1.898 0.253 -0.24
C -2.191259 0.016325 -1.296725 0.207 1.082 1.507 -0.24
C -0.297552 0.509822 -2.703303 -1.854 0.624 0.927 0.01
C -1.287685 -0.251767 -0.245981 -1.813 -0.364 0.825 0.29
C 0.062514 -0.316005 -0.494012 -0.219 1.101 -1.342 0.21
C 1.178344 0.169474 2.475232 2.469 -2.351 3.574 -0.73
C 2.009902 -0.727826 1.656245 0.640 -0.311 -0.641 -0.13
N 0.398706 0.161358 -1.634537 2.056 -0.562 -0.027 -0.37
F -1.807813 -0.454894 1.018677 0.564 -0.012 -1.259 -0.33
Cl 2.095884 -2.346509 2.230868 -0.046 -0.085 -0.217 0.02
I 3.937309 0.070642 1.143529 -0.734 -0.255 -0.154 0.14
H -2.476655 0.459888 -3.308626 1.045 0.838 0.087 0.23
H -3.270948 0.123432 -0.986434 1.226 -0.485 -0.759 0.24
H 0.082633 1.034689 -3.567448 0.756 -0.446 0.007 0.21
H 1.958668 0.504262 3.258513 -1.465 -0.105 -0.590 0.22
H 0.885942 0.990028 1.969710 -1.312 2.677 -1.624 0.23
H 0.405385 -0.404168 3.018305 0.100 0.551 -0.567 0.24
```
Forces are in eV/Å.

An isolated molecule of C7H6ClI2NO2 at a distorted geometry. Source: OMol25; level of theory: ωB97M-V/def2-TZVPD.

SMILES: CC(=O)O[C@@]1(Cl)N=CC(I)=C[C@H]1I
Multiplicity: 1
HOMO-LUMO gap, eV: 8.45

Structure (XYZ):
```
19
Properties=species:S:1:pos:R:3:forces:R:3:nbo_charge:R:1
C -1.715165 -0.325982 3.073594 0.173 1.631 -1.194 -0.72
C -1.505325 -0.288827 1.587815 1.983 -0.431 3.433 0.81
O -2.357988 -0.472653 0.815686 -2.074 -0.282 -2.444 -0.57
O -0.187515 -0.079333 1.377342 0.013 -0.662 -3.971 -0.56
C 0.102908 -0.334812 -0.210699 2.484 1.175 4.760 0.35
Cl -0.298284 -2.015448 -0.425792 0.302 -0.380 -0.730 0.05
N -0.602885 0.573065 -0.914779 -2.550 1.208 -0.809 -0.43
C -0.272524 0.864315 -2.092945 0.569 -1.104 -0.096 0.12
C 0.969275 0.364055 -2.629469 0.190 0.276 -1.436 -0.20
I 1.247578 0.383834 -4.726173 -0.058 0.019 0.590 0.17
C 1.930694 0.055787 -1.792292 0.289 -0.952 2.226 -0.19
C 1.641883 -0.068577 -0.285458 -1.793 1.246 -1.412 -0.34
I 2.309718 1.725904 0.836313 -0.312 -0.436 -0.692 0.12
H -0.780176 -0.563846 3.559109 -0.229 -0.005 0.535 0.23
H -2.568737 -0.923122 3.236157 -0.665 -0.933 0.642 0.23
H -2.041063 0.714046 3.183883 0.231 0.018 0.972 0.24
H -0.871913 1.421031 -2.762966 -0.841 1.048 -0.118 0.20
H 2.876593 -0.240389 -2.131455 1.318 -0.164 -0.353 0.23
H 2.122926 -0.789051 0.302130 0.971 -1.270 0.096 0.25
```
Forces are in eV/Å.

A structure of composition C7H6ErNO6 at a distorted geometry. Source: OMol25; level of theory: ωB97M-V/def2-TZVPD.

<S²>: 3.789
Total charge: +2
Multiplicity: 4
HOMO-LUMO gap (alpha / beta), eV: 5.01 / 5.31

Structure (XYZ):
```
21
Properties=species:S:1:pos:R:3:forces:R:3:nbo_charge:R:1
O 1.673462 -4.393394 -2.173906 -0.713 4.050 -0.102 -0.39
C 1.457737 -3.261548 -2.128885 0.926 -4.451 -0.067 0.48
Er 0.307748 -0.920712 -0.045881 -0.742 2.054 -0.350 1.59
O 0.496497 -4.393115 0.712760 -0.270 6.170 -1.436 -0.27
C 0.444418 -3.259428 0.432756 0.058 -7.790 2.081 0.42
C 0.724191 0.089617 -2.240386 -0.003 1.049 -0.234 -0.03
O 0.774610 1.104283 -2.902399 -0.130 -1.921 1.248 -0.42
C -1.407332 -1.303895 -1.613757 -3.937 -1.437 -3.957 0.41
O -2.195085 -1.548379 -2.429506 3.289 1.206 3.317 -0.31
C 2.662821 -0.555604 -0.215238 6.983 0.725 -0.681 0.46
O 3.809490 -0.446012 -0.337176 -5.417 -0.444 0.536 -0.27
H 1.181361 -0.900547 -2.604419 0.026 0.681 -0.564 0.11
C -0.410064 2.950363 1.298298 -0.286 0.826 0.079 -0.72
C -1.059217 1.648488 1.579837 -0.595 -0.047 1.318 0.75
N -2.084414 1.609813 2.413019 0.835 -0.088 -0.939 -0.68
O -0.616826 0.540281 1.119850 0.164 -0.122 -0.236 -0.83
H -0.955700 3.730827 1.887025 0.730 -0.453 -0.660 0.26
H -0.496605 3.181030 0.215797 0.147 -0.107 0.572 0.29
H 0.661827 2.936036 1.593634 -0.701 -0.053 -0.220 0.28
H -2.523822 0.730423 2.637014 -0.133 -0.011 0.101 0.43
H -2.445097 2.461472 2.801563 -0.229 0.164 0.193 0.44
```
Forces are in eV/Å.

A cluster of 2 separate species, C7H6F2N2 in total at a distorted geometry. Source: OMol25; level of theory: ωB97M-V/def2-TZVPD.

Multiplicity: 1
HOMO-LUMO gap (alpha / beta), eV: 7.11 / 6.83

Structure (XYZ):
```
17
Properties=species:S:1:pos:R:3:forces:R:3:nbo_charge:R:1
C -1.510210 1.290866 0.266345 1.234 -0.090 -0.531 -0.23
C -2.761848 1.207007 -0.156575 -2.777 0.370 0.313 -0.05
C -2.062173 -0.896289 -0.134054 -1.671 2.268 -1.014 0.04
C -0.977237 -0.082028 0.145411 -0.974 0.239 0.357 -0.35
C 3.446596 -0.330963 0.111123 0.077 -3.018 1.304 -0.14
C 0.294521 -0.499219 0.529395 2.836 0.972 1.493 0.41
C 2.514667 0.667169 0.204952 -3.756 3.266 -0.631 0.44
N 4.206641 -0.495555 -0.875066 2.631 -1.903 -1.057 -0.58
N -3.176035 -0.090977 -0.289230 5.012 0.257 1.308 -0.48
F 0.674663 -1.733923 0.231673 -0.975 -0.296 -0.523 -0.35
F 2.492249 1.658433 1.078640 0.748 -0.932 -0.062 -0.31
H -1.127615 2.292995 0.483632 0.677 -0.939 0.046 0.25
H -3.531386 1.943207 -0.269598 0.072 0.553 0.052 0.21
H -2.253306 -1.835460 -0.524498 0.652 -2.147 0.039 0.22
H 3.108943 -1.202315 0.712536 0.328 0.261 0.302 0.19
H 4.639814 -1.490597 -0.843321 -0.952 2.165 -0.064 0.33
H -3.978284 -0.402352 -0.671369 -3.161 -1.025 -1.332 0.40
```
Forces are in eV/Å.

Respective E values: -1722.64781 -1300.04843 -1182.66325 -1531.08837 -1790.94406 -579.28036 Ha.